No. 1
BrHNO | ωB97M-V/def2-TZVPD

Results
LUMO level (spin up / spin down), eV: 4.46 / 4.46
Relative energy (zero: lowest compared OMol25 entry of this formula, charge and spin), eV: 0.495
Charge: -1
Max |F|, eV/Å: 3.47
HOMO level (spin up / spin down), eV: -2.946 / -2.948
Electronic energy, eV: -73594.821

CARTESIAN COORDINATES (ANGSTROEM)
N: 0.26484 -0.24330 0.37186
O: 0.60840 -1.26440 -0.22412
Br: -1.75620 0.69218 -0.08674
H: 0.88295 0.81552 -0.06100



No. 2
BrHO3PS | ωB97M-V/def2-TZVPD

Results
LUMO level, eV: 3.36
Relative energy (zero: lowest compared OMol25 entry of this formula, charge and spin), eV: 1.078
Charge: -1
Max |F|, eV/Å: 2.62
HOMO level, eV: -4.904
SMILES string: O=S(=O)([O-])PBr
Electronic energy, eV: -96326.800

CARTESIAN COORDINATES (ANGSTROEM)
O: -0.75302 0.29717 -1.19969
S: 0.54705 0.23931 -0.55469
O: 1.42101 -0.73990 -1.10304
O: 1.17553 1.49429 -0.28254
P: -0.10527 -0.80776 1.30041
Br: -1.45045 0.77609 1.75494
H: -0.83484 -1.25920 0.08461



No. 3
BrHOS | ωB97M-V/def2-TZVPD

Results
LUMO level, eV: -1.04
Relative energy (zero: lowest compared OMol25 entry of this formula, charge and spin), eV: 1.154
Charge: 0
Max |F|, eV/Å: 5.35
HOMO level, eV: -9.333
SMILES string: OSBr
Electronic energy, eV: -82939.283

CARTESIAN COORDINATES (ANGSTROEM)
O: 0.58180 0.31033 -0.58138
S: 2.11321 -0.97428 -0.17320
Br: 3.69276 0.26506 0.03034
H: 0.27534 0.56749 0.40519



No. 4
BrHOS | ωB97M-V/def2-TZVPD

Results
LUMO level (spin up / spin down), eV: -2.86 / -2.86
Relative energy (zero: lowest compared OMol25 entry of this formula, charge and spin), eV: 3.002
Charge: 0
Max |F|, eV/Å: 3.07
HOMO level (spin up / spin down), eV: -9.398 / -9.396
Electronic energy, eV: -82937.436

CARTESIAN COORDINATES (ANGSTROEM)
O: -0.96559 -0.70792 0.81272
S: 2.14345 0.25543 -1.20977
Br: 0.46418 0.63996 -0.03480
H: -1.64204 -0.18747 0.43185



No. 5
BrMg | ωB97M-V/def2-TZVPD

Results
LUMO level (spin up / spin down), eV: -13.73 / -15.36
Relative energy (zero: lowest compared OMol25 entry of this formula, charge and spin), eV: 0.000
Charge: +2
Max |F|, eV/Å: 0.28
HOMO level (spin up / spin down), eV: -23.249 / -22.807
Multiplicity: 2
Electronic energy, eV: -75464.805

CARTESIAN COORDINATES (ANGSTROEM)
Mg: -0.37996 -0.43047 1.10171
Br: 0.37996 0.43047 -1.10171



No. 6
BrMg2 | ωB97M-V/def2-TZVPD

Results
LUMO level, eV: -16.34
Charge: +3
Max |F|, eV/Å: 0.78
HOMO level, eV: -24.920
Electronic energy, eV: -80898.457

CARTESIAN COORDINATES (ANGSTROEM)
Mg: 17.31581 -6.54125 -19.04548
Mg: 19.85503 -2.31973 -19.37652
Br: 18.36218 -4.20381 -19.36341



No. 7
BrNO3 | ωB97M-V/def2-TZVPD

Results
LUMO level (spin up / spin down), eV: -0.21 / -1.80
Relative energy (zero: lowest compared OMol25 entry of this formula, charge and spin), eV: 2.512
Charge: 0
Max |F|, eV/Å: 5.31
HOMO level (spin up / spin down), eV: -8.977 / -7.889
Electronic energy, eV: -77666.893

CARTESIAN COORDINATES (ANGSTROEM)
N: 1.05045 0.32460 0.01645
O: 0.39593 1.25275 -0.16680
O: 1.79256 -0.50183 0.20468
O: -1.01602 -1.11234 -0.17686
Br: -2.22292 0.03682 0.12253



No. 8
BrNO5S | ωB97M-V/def2-TZVPD

Results
LUMO level, eV: -1.47
Relative energy (zero: lowest compared OMol25 entry of this formula, charge and spin), eV: 0.000
Charge: 0
Max |F|, eV/Å: 3.35
HOMO level, eV: -11.172
Electronic energy, eV: -92599.207

CARTESIAN COORDINATES (ANGSTROEM)
N: -1.47144 0.18152 0.49946
O: -1.50852 -0.75247 -0.24193
O: -2.17150 0.63659 1.28948
O: 1.48468 -1.80148 1.27278
O: 2.94530 -0.25932 0.08265
O: -0.13103 0.88656 0.39168
S: 1.84673 -1.19172 -0.02131
Br: -0.08205 2.54565 1.18521